13
Properties=species:S:1:pos:R:3 method="wB97M-V/def2-TZVPD" orbital_gap_ev=9.12 fmax_ev_per_a=1.73 spin_multiplicity=1 e_tot_ev=-8806.6684 charge=0
C -1.61638 0.27180 -0.04242
C -0.60438 -0.51089 0.56359
O -0.56159 -1.87824 0.39132
C 0.98798 0.44061 -0.36708
O 0.44377 1.24282 -1.14735
N 2.30067 0.38579 -0.42784
H -2.13989 0.92344 0.66981
H -2.33926 -0.25279 -0.69447
H -0.64519 1.12963 -0.77457
H -0.33818 -0.31253 1.58757
H -0.97105 -1.97024 -0.46806
H 2.80223 -0.19680 0.16834
H 2.87369 0.98163 -0.97498

13
Properties=species:S:1:pos:R:3 method="wB97M-V/def2-TZVPD" orbital_gap_ev=8.39 fmax_ev_per_a=8.27 spin_multiplicity=1 e_tot_ev=-15107.6361 charge=0
C -1.63843 0.42254 0.13554
C -0.38175 -0.46780 -0.69504
C 0.71907 -0.64863 0.36129
C 1.66510 0.46229 -0.05435
H -1.75176 1.68680 -0.05374
H -2.61315 -0.02723 -0.52941
H -1.57781 0.39264 1.15438
H -0.74050 -1.50751 -0.66719
H 0.05402 -0.10325 -1.61028
H 1.31342 -1.65341 0.79965
H 0.70946 -0.29418 1.50092
H 0.95344 1.64961 -0.21641
S 3.28887 0.08812 -0.12537

24
Properties=species:S:1:pos:R:3 method="wB97M-V/def2-TZVPD" orbital_gap_ev=8.64 fmax_ev_per_a=1.83 spin_multiplicity=1 e_tot_ev=-25260.3942 charge=+1
C -0.44509 1.25730 -0.16214
C -2.78943 2.21340 0.05070
C 1.61287 0.06485 -0.40366
C -1.61493 1.69122 -0.07365
C -1.94217 -1.30627 -0.10610
C 3.83290 -0.84385 -0.53956
C 3.48682 1.50219 0.05772
C -4.22409 -2.38735 0.75741
N 0.77196 1.04596 -0.20805
N -3.76911 2.85042 0.22243
N 2.90436 0.23082 -0.29896
N -0.81028 -1.49387 -0.02742
S -3.58166 -1.02834 -0.27952
H 1.23888 -0.92677 -0.65463
H 4.40555 -1.05094 0.36688
H 3.31120 -1.74898 -0.84187
H 4.53615 -0.56021 -1.32439
H 4.28718 1.34758 0.78064
H 3.90482 1.98460 -0.82955
H 2.72825 2.15183 0.48879
H -4.02441 -2.17136 1.80347
H -3.76553 -3.32502 0.45727
H -5.29411 -2.41526 0.57383
H -4.76017 2.91805 0.19038

14
Properties=species:S:1:pos:R:3 method="wB97M-V/def2-TZVPD" s_squared=2.015 orbital_gap_ev="5.03 / 5.60" fmax_ev_per_a=5.43 spin_multiplicity=3 e_tot_ev=-47621.0884 charge=-1
O -1.80542 -3.84633 -0.45047
C -1.12405 -3.73408 -1.39933
O -0.60302 -3.92283 -2.41656
Ag -1.92366 -2.70795 1.66921
N -0.46976 0.87566 -0.10741
S -0.24263 -0.74186 -0.38655
O 1.22450 -0.95661 -0.70585
O -0.51135 -1.49425 1.00998
S 0.45086 1.51627 1.08168
O -0.42149 2.29817 2.04870
C 1.20306 2.91377 0.09136
F 1.95763 2.43803 -0.89599
F 0.28258 3.71744 -0.43083
F 1.98276 3.64456 0.89205

51
Properties=species:S:1:pos:R:3 method="wB97M-V/def2-TZVPD" orbital_gap_ev=8.25 fmax_ev_per_a=16.20 smiles="O=C1[C@H]2CCCN2C(=O)N1CCCCN1CCN(CCO)CC1" spin_multiplicity=1 e_tot_ev=-29132.6813 charge=0
O 3.75573 -2.51934 0.52813
C 3.84176 -1.32978 0.33489
N 2.92796 -0.48618 -0.37050
C 3.15912 0.74970 -0.40071
O 2.57454 1.44012 -1.19141
N 4.09072 0.87668 0.54535
C 4.57518 -0.44245 1.10403
C 6.10008 -0.36463 0.30856
H 6.75620 -0.36687 1.17993
H 6.32754 -1.33570 -0.16088
C 6.23980 1.09056 -0.38692
H 5.97233 0.78819 -1.55701
H 7.32873 1.11116 -0.44701
C 5.26554 1.93613 0.20213
H 5.58897 2.31486 0.95159
H 4.83600 2.57292 -0.41592
H 4.65808 -0.55882 2.08173
C 1.59075 -1.17205 -0.96703
C 0.61362 -1.41090 -0.14863
H -0.33022 -1.90219 -0.55377
C -0.04908 -0.36381 0.68377
H -0.79006 -0.66530 1.69318
H 0.84287 0.19912 1.35254
C -0.79823 0.81693 0.18856
N -2.15338 0.77920 -0.47233
C -2.45563 -0.42684 -1.14437
C -3.97685 -0.40811 -1.56619
N -4.80935 -0.09488 -0.42703
C -4.52078 0.75264 0.64054
C -2.95636 0.53117 1.01867
H -2.67244 1.47734 1.57847
H -2.95750 -0.42113 1.35121
H -5.05467 0.79180 1.42780
H -4.55280 1.65856 0.03886
C -6.28333 -0.24889 -0.74033
H -6.38684 -0.70709 -1.50361
C -7.13773 -0.53400 0.26131
O -7.39213 0.53390 1.60478
H -7.76447 1.31180 0.87048
H -6.81932 -1.21060 1.11207
H -8.04507 -0.97828 0.19754
H -6.66892 0.89103 -0.89128
H -4.39137 -1.06112 -2.21914
H -4.10639 0.60342 -2.06510
H -1.99450 -0.36488 -2.08424
H -2.32324 -1.51019 -0.67531
H -0.17024 0.83195 -0.90663
H -0.49710 1.54159 0.63346
H 0.92485 -2.20538 0.47193
H 1.16774 -0.27862 -1.69510
H 1.98448 -1.95002 -1.65500

13
Properties=species:S:1:pos:R:3 method="wB97M-V/def2-TZVPD" s_squared=2.004 orbital_gap_ev="5.81 / 9.45" fmax_ev_per_a=5.75 spin_multiplicity=3 e_tot_ev=-9266.5257 charge=0
C 0.98624 -0.91005 0.07493
C 2.86565 0.66506 -0.19215
C 1.57816 0.34989 -0.28469
C -2.68296 0.53384 -0.40516
N 0.51206 -1.90686 0.36386
N -3.10284 -0.51981 0.30409
O -1.73552 0.24206 -1.33658
H 3.17264 1.69003 -0.38168
H 3.65734 0.03532 0.13432
H 0.86784 0.85225 -0.71506
H -2.63134 -1.37052 0.34771
H -3.97206 -0.49124 0.75370
H -1.41932 -0.67605 -1.29382